1.
The following is a quantum chemistry calculation of a cluster of 6 separate species, C34H70F13N4O7S in total, from OMol25.

M = 926.0 g mol⁻¹
net charge = +1
spin multiplicity = 1
E_HOMO = -10.91 eV

Cartesian coordinates (Å):
1 C 3.8054 0.0529 3.5816
2 N 4.6759 0.8829 2.6628
3 C 5.2360 1.9933 3.5356
4 C 3.8868 1.5900 1.5831
5 O 3.8579 2.9416 1.4204
6 C 2.9406 0.7327 0.5347
7 C 1.3799 1.0893 0.9043
8 C 0.5525 -0.2563 0.4647
9 N -0.7963 0.0042 1.1682
10 O -1.2161 -1.2985 1.2544
11 C -0.5044 0.6881 2.4855
12 N -1.3345 0.9213 3.5896
13 C -0.6505 1.6119 4.7705
14 C -2.7826 0.4893 3.5415
15 C -3.8738 1.6852 3.8279
16 C -3.6486 3.0256 2.8498
17 F -2.9931 2.5242 1.6387
18 F -2.5933 3.8209 3.5870
19 C -4.9599 3.9480 2.7152
20 F -4.5042 5.3552 3.0451
21 F -5.8339 3.5981 3.9011
22 C -5.7920 4.0299 1.3437
23 F -5.0143 3.8340 0.0660
24 F -6.1923 5.4929 1.2133
25 C -7.2342 3.2752 1.2555
26 F -8.2487 3.7566 2.2673
27 F -7.8281 3.7199 -0.0649
28 S -7.2746 1.4335 1.2663
29 F -5.5916 1.2098 1.1994
30 F -7.3779 1.2828 2.9681
31 F -9.0169 1.5231 1.1357
32 F -7.2634 1.4774 -0.4824
33 F -7.4363 -0.2804 1.1708
34 N 0.9730 1.1138 2.3926
35 H 3.0909 0.8251 4.1438
36 H 3.0591 -0.6546 2.9757
37 H 4.3890 -0.6453 4.3174
38 H 6.0359 2.5589 2.8920
39 H 4.4083 2.7251 3.9624
40 H 5.7323 1.4753 4.4629
41 H 3.1224 1.1102 -0.5780
42 H 3.1289 -0.4250 0.5550
43 H 0.8639 1.9288 0.2524
44 H 1.0020 -1.1006 1.1754
45 H 0.5337 -0.6043 -0.6531
46 H -1.2546 -1.5402 2.2311
47 H -0.4180 2.7507 4.5007
48 H 0.4026 1.0970 4.9779
49 H -1.3571 1.5229 5.6997
50 H -2.9444 -0.3278 4.3942
51 H -3.1061 -0.0340 2.5395
52 H -3.7412 2.0585 4.9340
53 H -4.9359 1.2102 3.7143
54 H 0.9069 2.1700 2.5072
55 C 1.1245 1.1578 -4.0752
56 C 2.5392 1.6678 -3.8551
57 O 3.5272 0.6416 -3.9038
58 C 3.6274 -0.0849 -5.1264
59 C 3.9628 0.7891 -6.3232
60 H 0.8734 0.3908 -3.3313
61 H 0.4049 1.9786 -3.9926
62 H 1.0030 0.7054 -5.0614
63 H 2.5993 2.1145 -2.8574
64 H 2.7860 2.4643 -4.5636
65 H 2.7112 -0.6588 -5.3002
66 H 4.4297 -0.8197 -4.9909
67 H 3.1908 1.5389 -6.5116
68 H 4.0640 0.1776 -7.2245
69 H 4.9036 1.3238 -6.1547
70 C 4.7392 -5.2045 -6.2175
71 C 4.6401 -5.2201 -4.7010
72 O 3.8988 -4.1252 -4.1687
73 C 2.5394 -4.0175 -4.5848
74 C 1.6977 -5.2284 -4.2192
75 H 5.1965 -4.2682 -6.5622
76 H 5.3465 -6.0444 -6.5697
77 H 3.7583 -5.2801 -6.6911
78 H 5.6494 -5.1487 -4.2831
79 H 4.2256 -6.1672 -4.3426
80 H 2.4891 -3.8105 -5.6588
81 H 2.1254 -3.1357 -4.0819
82 H 2.0609 -6.1397 -4.7001
83 H 0.6591 -5.0771 -4.5276
84 H 1.7210 -5.3981 -3.1375
85 C 8.2495 -0.9139 0.0840
86 C 6.7457 -0.7060 0.0111
87 O 6.3526 0.2655 -0.9549
88 C 6.7119 -0.0039 -2.3080
89 C 6.1222 -1.2976 -2.8439
90 H 8.7570 0.0328 0.3092
91 H 8.4976 -1.6415 0.8634
92 H 8.6561 -1.2837 -0.8594
93 H 6.3947 -0.3428 0.9825
94 H 6.2251 -1.6513 -0.1697
95 H 7.8012 0.0099 -2.4188
96 H 6.3312 0.8315 -2.9071
97 H 6.4742 -2.1694 -2.2873
98 H 6.3981 -1.4356 -3.8934
99 H 5.0298 -1.2805 -2.7678
100 C 1.6252 -2.2074 7.7262
101 C 0.5102 -1.1790 7.6308
102 O -0.3731 -1.3987 6.5339
103 C -1.0717 -2.6414 6.5212
104 C -1.9570 -2.8497 7.7383
105 H 2.2119 -2.2240 6.7987
106 H 2.2923 -1.9718 8.5616
107 H 1.2374 -3.2159 7.8829
108 H 0.9569 -0.1907 7.4812
109 H -0.0550 -1.1222 8.5660
110 H -0.3658 -3.4696 6.3992
111 H -1.7014 -2.6392 5.6238
112 H -1.3799 -2.8684 8.6659
113 H -2.4959 -3.7983 7.6591
114 H -2.6870 -2.0378 7.8239
115 C -7.8019 2.6478 -3.3606
116 C -8.6154 2.6789 -4.6441
117 O -7.8655 2.3171 -5.8010
118 C -7.2969 1.0097 -5.8051
119 C -8.3294 -0.0989 -5.6893
120 H -6.9337 3.3144 -3.4408
121 H -8.4148 2.9671 -2.5116
122 H -7.4238 1.6472 -3.1417
123 H -8.9723 3.7008 -4.8080
124 H -9.5080 2.0515 -4.5606
125 H -6.5374 0.9264 -5.0207
126 H -6.7675 0.8999 -6.7588
127 H -8.8854 -0.0440 -4.7503
128 H -7.8435 -1.0778 -5.7349
129 H -9.0574 -0.0304 -6.5046

2.
The following is a quantum chemistry calculation of a cluster of 9 separate species, C34H70O9 in total, from OMol25.

M = 622.9 g mol⁻¹
net charge = 0
spin multiplicity = 1
E_HOMO = -9.16 eV
energy above the lowest of the compared OMol25 structures with the same formula, charge and spin = 0.4315 eV

Cartesian coordinates (Å):
1 C 22.5367 17.0063 1.2006
2 C 22.5034 16.1920 -0.1100
3 C 23.6529 15.1846 0.0755
4 O 24.2980 15.5052 1.3102
5 C 23.9917 16.8622 1.6123
6 H 21.8861 16.5741 1.9611
7 H 22.2822 18.0525 1.0230
8 H 22.7612 16.8405 -0.9449
9 H 21.5057 15.7747 -0.2275
10 H 24.3957 15.2811 -0.7252
11 H 23.3803 14.1297 0.1103
12 H 24.6115 17.5757 1.0466
13 H 24.2284 16.9981 2.6666
14 C 16.3937 20.3854 0.0558
15 C 15.9112 21.3002 -1.0903
16 C 14.3774 21.1633 -1.0439
17 O 14.0598 20.3236 0.0758
18 C 15.1785 19.4962 0.3400
19 H 16.6349 20.8800 0.9967
20 H 17.2669 19.7806 -0.1939
21 H 16.3873 20.9537 -2.0021
22 H 16.2369 22.3098 -0.8422
23 H 14.0352 20.6564 -1.9514
24 H 13.8532 22.0957 -0.8591
25 H 15.1263 18.5506 -0.2135
26 H 15.1607 19.2259 1.3995
27 C 15.7567 16.3407 5.6798
28 C 14.4319 16.9777 5.2603
29 C 13.5756 15.7300 5.0555
30 O 14.4518 14.8291 4.3970
31 C 15.8093 15.1763 4.6882
32 H 15.6035 16.0100 6.7044
33 H 16.5584 17.0691 5.5633
34 H 14.4514 17.6704 4.4176
35 H 14.0604 17.6226 6.0695
36 H 12.7065 15.9488 4.4368
37 H 13.2661 15.3651 6.0416
38 H 16.3776 15.3579 3.7769
39 H 16.2547 14.3217 5.2116
40 C 17.1630 19.4637 7.3828
41 C 18.4641 18.8497 6.8764
42 C 19.4598 20.0111 6.8727
43 O 18.6705 21.1856 6.7142
44 C 17.4205 20.9818 7.3735
45 H 16.9101 19.1572 8.3979
46 H 16.2962 19.1910 6.7780
47 H 18.3497 18.4622 5.8650
48 H 18.8173 18.0607 7.5402
49 H 20.1555 20.0008 6.0316
50 H 20.0760 20.1011 7.7768
51 H 16.6624 21.6026 6.9018
52 H 17.5599 21.3311 8.4066
53 C 19.1162 13.3205 2.4707
54 C 19.3644 13.9395 3.8420
55 C 19.1335 12.7490 4.7584
56 O 18.0580 12.0529 4.1856
57 C 18.1836 12.1362 2.7518
58 H 20.0744 12.9793 2.0698
59 H 18.6973 14.0356 1.7633
60 H 18.6397 14.7397 4.0051
61 H 20.3626 14.3423 4.0265
62 H 18.8695 13.0833 5.7659
63 H 20.0479 12.1508 4.8746
64 H 17.1837 12.3044 2.3532
65 H 18.5883 11.1877 2.3955
66 C 14.6253 15.4991 -0.1546
67 C 14.6382 14.0349 -0.6612
68 C 14.0112 13.2412 0.4815
69 O 14.1266 14.0487 1.6621
70 C 14.7583 15.2805 1.3502
71 H 13.7343 16.0157 -0.5030
72 H 15.5295 15.9811 -0.5265
73 H 15.6834 13.7599 -0.8271
74 H 14.1355 13.8964 -1.6176
75 H 14.4951 12.2775 0.6472
76 H 12.9387 13.0865 0.3374
77 H 15.8194 15.2113 1.6241
78 H 14.3006 16.0775 1.9371
79 C 20.4415 21.6101 3.1805
80 C 21.9737 21.8170 3.2879
81 C 22.5117 20.9513 2.1478
82 O 21.4856 20.8644 1.1645
83 C 20.2437 20.9391 1.8212
84 H 19.9354 22.5694 3.2562
85 H 20.1287 20.9837 4.0143
86 H 22.4054 21.4895 4.2314
87 H 22.2281 22.8622 3.1205
88 H 22.7963 19.9422 2.4797
89 H 23.3860 21.3570 1.6364
90 H 19.8138 19.9365 1.9739
91 H 19.4701 21.4468 1.2407
92 C 15.6127 21.6752 3.6842
93 C 15.3762 20.3755 4.4179
94 C 14.2262 20.7453 5.3626
95 O 14.5716 22.0790 5.7436
96 C 15.3695 22.7343 4.7549
97 H 14.8089 21.8025 2.9506
98 H 16.5521 21.7689 3.1427
99 H 16.2434 20.0745 5.0137
100 H 15.2214 19.5942 3.6719
101 H 14.2687 20.1285 6.2607
102 H 13.2206 20.7130 4.9360
103 H 16.2651 23.1350 5.2331
104 H 14.7612 23.5595 4.3744
105 C 17.9616 17.7087 3.0339
106 C 18.7977 17.2146 1.8684
107 O 17.9808 17.1861 0.6883
108 H 18.4628 17.3556 3.9361
109 H 16.9444 17.3338 2.9302
110 H 17.9081 18.7994 3.0344
111 H 19.1832 16.2014 2.0218
112 H 19.6748 17.8498 1.7048
113 H 18.4371 16.6547 0.0304

3.
The following is a quantum chemistry calculation of a cluster of 9 separate species, C34H71BF4N18O19PS in total, from OMol25.

M = 1185.9 g mol⁻¹
net charge = +1
spin multiplicity = 1
E_HOMO = -10.16 eV

Cartesian coordinates (Å):
1 C -0.1016 1.2949 -2.1264
2 C -0.0980 -0.0179 -1.7071
3 N 1.1432 -0.8550 -1.4488
4 B 0.6934 -2.2999 -1.8122
5 O -0.3412 -2.5081 -2.7194
6 O 1.2920 -3.4306 -1.3270
7 C 1.4075 -0.6764 0.0548
8 C 0.1735 -0.8984 0.9699
9 C -0.4608 0.4416 1.5189
10 C 0.4285 1.1960 2.5399
11 N -0.0024 2.5748 2.7866
12 C -1.3800 2.6786 3.3373
13 C -2.2619 3.3840 2.2614
14 C -2.0024 4.7791 2.0519
15 C -2.7451 5.4752 1.0570
16 C -3.7217 4.7529 0.3094
17 C -4.0007 3.3827 0.5365
18 C -3.2588 2.6777 1.5396
19 O -3.5599 1.3328 1.7512
20 C 2.7257 -1.3812 0.5019
21 C 3.1340 -1.0530 1.9933
22 C 3.6203 -2.3920 2.6871
23 C 2.3927 -3.3196 3.0076
24 C 2.7856 -4.8183 3.0469
25 O 3.9148 -5.1865 2.9097
26 O 1.7540 -5.7382 3.2372
27 C 0.9728 -5.9145 2.0388
28 C -0.3395 -5.0573 2.0277
29 O 3.8831 -1.0278 -0.2802
30 C 3.7358 -0.9204 -1.6559
31 C 4.7915 0.2172 -2.0670
32 C 5.3384 1.0263 -0.8395
33 C 4.3057 1.9990 -0.2350
34 F 3.7211 1.8388 0.9781
35 C 3.9756 3.1085 -0.9121
36 F 3.3086 4.1186 -0.3190
37 F 4.2970 3.3371 -2.1909
38 S 4.2308 -2.5603 -2.3652
39 O 4.2346 -3.4794 -1.2581
40 O 3.4081 -3.0885 -3.4253
41 F 5.7585 -2.6024 -2.9059
42 C 2.3401 -0.3477 -2.1647
43 P 2.1874 -0.1616 -4.0193
44 O 1.1136 -0.8956 -4.6834
45 O 3.6062 -0.5113 -4.7939
46 O 1.9609 1.4520 -4.3669
47 H -0.4843 1.5533 -3.1357
48 H 0.2504 2.1530 -1.5060
49 H -1.0781 -0.4592 -1.4485
50 H -1.0347 -3.0136 -2.2613
51 H 1.5404 -4.0553 -2.0367
52 H 1.6380 0.4182 0.1537
53 H 0.4744 -1.4643 1.8810
54 H -0.6778 -1.4646 0.5401
55 H -0.8302 1.0806 0.6815
56 H -1.3856 0.1151 2.0502
57 H 0.3496 0.6438 3.5185
58 H 1.4804 1.1778 2.1893
59 H 0.6727 3.0558 3.3708
60 H -1.8088 1.7057 3.6534
61 H -1.3086 3.3067 4.2541
62 H -1.2381 5.2880 2.6581
63 H -2.5715 6.5443 0.8581
64 H -4.2854 5.2721 -0.4829
65 H -4.7550 2.8245 -0.0417
66 H -3.2049 0.7850 1.0390
67 H 2.6507 -2.4929 0.5101
68 H 4.0214 -0.3868 2.0272
69 H 2.2886 -0.6944 2.6030
70 H 4.3949 -2.9128 2.0964
71 H 3.9981 -2.0654 3.6831
72 H 1.8429 -2.9954 3.9166
73 H 1.6556 -3.2280 2.1712
74 H 1.5631 -5.7686 1.1095
75 H 0.6534 -6.9797 2.0332
76 H -1.1500 -5.5719 1.4647
77 H -0.7128 -4.8581 3.0506
78 H -0.1781 -4.0830 1.5156
79 H 5.6750 -0.1832 -2.5986
80 H 4.3443 0.9845 -2.7323
81 H 6.1182 1.6957 -1.2771
82 H 5.8735 0.4177 -0.0911
83 H 2.4445 0.7131 -1.8193
84 H 4.0966 0.3244 -4.9118
85 H 2.2813 1.9638 -3.5968
86 C 5.6520 -6.6166 -5.1760
87 O 5.8781 -7.7226 -5.6329
88 N 5.4452 -5.5207 -5.9656
89 N 5.5872 -6.3835 -3.8366
90 H 5.2563 -4.6037 -5.6076
91 H 5.4858 -5.6584 -6.9591
92 H 5.7354 -7.1705 -3.2268
93 H 5.4033 -5.4835 -3.4354
94 C -5.8567 3.8398 4.0133
95 O -4.8601 4.3173 3.4848
96 N -6.3690 2.6390 3.6546
97 N -6.5331 4.4853 5.0100
98 H -7.1938 2.2280 4.0746
99 H -5.8922 2.1392 2.9229
100 H -6.1780 5.3805 5.3000
101 H -7.3504 4.1176 5.4591
102 C 8.9269 -9.4348 -3.7106
103 O 7.9083 -9.5844 -3.0572
104 N 8.9201 -8.9634 -4.9892
105 N 10.1657 -9.7278 -3.2119
106 H 9.7480 -8.8326 -5.5383
107 H 8.0234 -8.7365 -5.3915
108 H 10.2098 -10.0777 -2.2722
109 H 11.0162 -9.6133 -3.7294
110 C 0.7132 -4.6840 -5.5354
111 O 0.4721 -5.2185 -4.4582
112 N 1.5678 -3.6352 -5.6411
113 N 0.1452 -5.0967 -6.7021
114 H 1.7900 -3.1682 -6.4994
115 H 1.9873 -3.3280 -4.7846
116 H -0.4916 -5.8717 -6.6534
117 H 0.3291 -4.6730 -7.5914
118 C -9.9568 1.6592 4.4278
119 O -8.8350 1.5055 3.9509
120 N -11.0810 1.5153 3.6864
121 N -10.1584 1.9845 5.7332
122 H -12.0077 1.6346 4.0502
123 H -10.9639 1.2752 2.7166
124 H -9.3448 2.0955 6.3111
125 H -11.0653 2.1137 6.1412
126 C -8.4908 3.5230 0.4552
127 O -8.2438 2.4163 0.0016
128 N -8.7067 4.6101 -0.3445
129 N -8.5712 3.7666 1.7911
130 H -8.9104 5.5272 0.0047
131 H -8.6551 4.4662 -1.3367
132 H -8.4183 2.9843 2.4098
133 H -8.7716 4.6675 2.1829
134 C 0.4947 5.1000 -2.8404
135 O 0.0994 3.9636 -2.6045
136 N -0.1928 5.9606 -3.6340
137 N 1.6550 5.5835 -2.3256
138 H 0.1121 6.8932 -3.8402
139 H -1.0554 5.6309 -4.0296
140 H 2.1799 4.9637 -1.7320
141 H 2.0050 6.5064 -2.5039
142 C -4.0537 8.1059 6.1001
143 O -4.5483 9.2124 6.2159
144 N -4.4458 7.2209 5.1376
145 N -3.0627 7.6543 6.9247
146 H -4.0505 6.3027 5.0245
147 H -5.1729 7.5179 4.5117
148 H -2.7478 8.2778 7.6458
149 H -2.6427 6.7477 6.8466

Which value of E_HOMO does entry 3 give?
-10.16 eV